Computed, not measured: an isolated molecule of C8H7ClN2S2 at a distorted geometry, with the ωB97M-V functional and the def2-TZVPD basis.

Results
HOMO = -0.29177 Eh
Energy above the lowest of the compared OMol25 structures with the same formula, charge and spin = 123.28 kJ/mol
Orbital gap = 8.41 eV
E = -1675.0474 a.u.
SMILES = S=c1[nH]ccn1Cc1ccc(Cl)s1
Max |F| = 4.0 eV/Å
Lowest unoccupied orbital energy = 0.469 eV

Last column: Löwdin charge in e.
Geometry (Å):
C: 2.901 0.207 -0.348  -0.929
C: 2.338 1.438 -0.198  -0.196
C: 0.870 1.453 0.136  -0.085
C: 0.547 0.228 0.702  -0.623
C: -0.708 -0.181 1.314  -0.200
C: -2.257 -1.915 0.095  -0.067
C: -3.322 -1.881 -0.682  -0.082
C: -2.580 0.315 -0.209  -0.932
H: 3.005 2.304 -0.509  0.124
H: 0.314 2.430 -0.034  0.113
H: -0.645 -0.927 2.005  0.091
H: -1.227 0.659 1.843  0.130
H: -1.992 -2.821 0.680  0.126
H: -4.161 -2.718 -0.887  0.166
H: -4.416 -0.096 -1.336  0.174
N: -1.785 -0.554 0.425  -0.058
N: -3.509 -0.443 -0.873  0.003
S: -2.768 1.907 -0.069  0.629
S: 1.644 -0.926 0.336  1.018
Cl: 4.554 -0.326 -0.456  0.599

Cartesian forces, eV/Å:
C -2.16 -1.01 2.27
C 0.07 1.00 -1.91
C 2.59 1.05 0.38
C -0.81 3.05 -1.68
C -2.92 2.68 -0.59
C 1.65 -0.41 2.40
C -2.49 1.46 -0.37
C -2.09 -1.49 -0.40
H -1.40 -0.76 0.57
H 0.39 -1.76 0.85
H 0.66 -2.22 1.87
H 1.08 -0.16 -0.12
H 0.52 1.08 -0.56
H 2.45 2.40 0.23
H 2.56 -0.21 1.18
N -0.48 -3.54 -1.57
N -2.71 -2.15 -1.93
S 0.48 2.45 0.24
S 3.51 -1.89 -0.60
Cl -0.89 0.42 -0.25